Arrangement 1

A 16-piece molecular cluster, H31O16 overall, computed with wB97M-V/def2-TZVPD.

Computed properties:
Net charge: -1
Orbital gap in Ha: 0.322

CARTESIAN COORDINATES (ANGSTROEM)
O  2.017  -1.950  -5.013
H  -0.602  0.678  4.841
H  3.974  -1.903  -0.300
O  -0.662  -3.875  -0.746
H  1.350  -2.399  -5.411
H  1.626  -1.395  -4.472
O  -4.057  -2.932  1.487
H  -0.160  -4.083  0.046
H  3.222  -2.853  0.875
O  3.894  -2.789  0.138
H  -1.906  1.727  3.424
H  -0.131  -4.415  -1.468
O  0.002  0.375  5.417
H  3.114  0.965  -4.007
H  -0.970  4.449  1.493
O  1.068  0.722  -0.383
H  1.147  1.059  0.498
H  0.499  -0.025  -0.098
O  0.659  3.103  1.962
H  1.197  3.258  2.715
H  0.315  2.129  2.248
O  -1.576  -0.619  1.605
H  -1.473  0.256  2.258
H  -3.874  -3.011  2.477
O  0.244  4.229  -0.844
H  -0.357  3.720  -1.472
O  2.553  0.883  -4.729
H  -0.138  -0.590  5.625
H  2.775  0.026  -5.167
O  -3.197  -0.049  -2.454
H  -3.396  -2.188  1.376
H  -2.402  -0.084  -3.286
O  -1.648  3.955  1.846
H  -2.357  -3.306  -2.967
H  -0.130  0.298  1.958
O  3.741  0.733  -0.077
H  -3.672  -0.739  -2.482
H  0.434  0.813  3.069
O  0.808  0.480  2.218
H  -1.104  3.693  2.644
H  3.909  1.357  0.628
O  -1.262  1.121  3.350
H  0.547  3.370  -0.356
H  -2.269  -0.436  0.982
O  -2.411  -3.080  -3.943
H  2.602  0.694  -0.172
H  -3.150  -3.528  -4.174

***

Arrangement 2

A 16-piece molecular cluster, H31O16 overall, computed with wB97M-V/def2-TZVPD.

Computed properties:
Net charge: -1
Orbital gap in Ha: 0.346

CARTESIAN COORDINATES (ANGSTROEM)
O  -5.089  0.225  -0.603
H  -4.082  0.952  3.205
H  -1.514  -0.850  -0.737
O  4.129  -2.099  -0.418
H  -4.275  0.723  -0.479
H  -4.791  -0.641  -0.884
O  0.225  2.022  -1.712
H  3.940  -1.462  -1.112
H  -2.699  3.153  -0.426
O  -2.129  -1.187  -0.067
H  -1.003  -4.252  -1.084
H  -2.571  -1.945  -0.446
O  -1.173  -4.886  -1.797
H  -1.470  3.239  -1.447
H  -2.535  2.002  3.372
O  0.846  0.752  -4.929
H  1.304  0.018  -4.521
H  1.189  1.527  -4.474
O  4.088  0.413  3.217
H  3.561  0.882  2.576
H  4.802  -0.144  2.924
O  2.327  0.556  -2.120
H  3.234  0.544  -2.404
H  -0.591  1.536  -1.851
O  0.252  -0.769  -1.867
H  0.592  -1.577  -1.478
O  0.849  1.658  1.446
H  1.375  1.325  0.707
H  1.466  1.507  2.171
O  -1.866  3.566  -0.632
H  0.916  1.374  -1.461
H  -0.591  -5.567  -1.434
O  -2.801  2.821  2.918
H  -1.870  -2.022  2.086
H  -2.032  3.002  2.364
O  3.611  0.842  0.088
H  3.746  1.794  0.062
H  3.009  0.623  -0.704
O  -3.445  0.227  3.203
H  -0.268  -0.583  1.612
H  -2.700  0.648  2.781
O  0.494  -1.104  1.891
H  1.094  -1.069  1.145
H  1.138  -0.280  -2.206
O  -1.512  -2.843  1.747
H  3.423  -2.098  0.224
H  -0.604  -2.554  1.557

***

Least stable structure: arrangement 1

***

Arrangement 1

An isolated molecule of C4H5FO, computed with wB97M-V/def2-TZVPD.

Computed properties:
Orbital gap in Ha: 0.360

CARTESIAN COORDINATES (ANGSTROEM)
C  -1.054  -0.252  -0.385
C  -0.903  1.176  -0.143
C  0.277  -0.805  -0.383
C  1.248  -0.410  0.543
H  -1.711  1.743  0.177
H  -0.052  1.791  -0.380
H  0.360  -1.918  -0.776
H  0.947  0.696  1.061
H  1.810  -1.117  1.074
O  1.328  -0.063  -0.753
F  -2.251  -0.840  -0.035

***

Arrangement 2

C4H5FO as an isolated structure, computed with wB97M-V/def2-TZVPD.

Computed properties:
Orbital gap in Ha: 0.386

CARTESIAN COORDINATES (ANGSTROEM)
C  -0.960  -0.236  0.499
C  -0.371  0.863  -0.335
C  1.167  0.174  0.100
C  0.298  -1.006  0.283
H  -1.286  -0.266  1.623
H  -0.589  2.078  -0.378
H  -0.321  0.308  -1.588
H  1.948  0.299  -0.767
H  1.630  0.659  1.002
O  0.504  -2.072  -0.257
F  -2.018  -0.799  -0.182

***

Arrangement 3

An isolated molecule of C4H5FO, computed with wB97M-V/def2-TZVPD.

Computed properties:
Orbital gap in Ha: 0.402

CARTESIAN COORDINATES (ANGSTROEM)
C  1.805  0.552  -0.126
C  0.488  0.728  -0.023
C  -0.431  -0.431  -0.014
C  -1.800  0.030  0.394
H  2.563  1.301  -0.198
H  0.185  1.772  -0.093
H  -0.600  -0.933  -0.976
H  0.024  -1.152  0.717
H  -1.825  0.517  1.456
O  -2.745  -0.094  -0.334
F  2.360  -0.669  0.042

***

Arrangement 4

An isolated molecule of C4H5FO, computed with wB97M-V/def2-TZVPD.

Computed properties:
Orbital gap in Ha: 0.411

CARTESIAN COORDINATES (ANGSTROEM)
C  -0.832  -0.044  -0.102
C  0.302  -0.042  0.282
C  -2.290  -0.363  -0.165
C  1.880  0.082  0.386
O  2.492  1.100  -0.326
F  2.319  -1.141  -0.192
H  -2.719  0.550  -0.677
H  -2.518  -1.278  -0.642
H  -2.577  -0.377  0.830
H  2.107  -0.075  1.376
H  1.837  1.588  -0.770

***

Least stable structure: arrangement 1